Record 1
C17H24F6InN6PSTe | ωB97M-V/def2-TZVPD

XYZ file:
```
57
Properties=species:S:1:pos:R:3:mulliken_charge:R:1
In -0.6681 -0.5042 0.1932 0.753
C -3.8592 -4.2039 -0.0360 -1.174
N -4.3485 -2.8194 -0.0540 0.135
C -5.7742 -2.5920 -0.3449 -1.188
C -3.5014 -1.8195 0.1336 0.840
N -2.1994 -1.9865 0.2315 -0.572
N -4.0817 -0.5683 0.2672 -0.180
C -3.5090 0.6807 0.2468 0.779
N -4.3559 1.6745 -0.0078 -0.399
N -2.2462 0.8940 0.5480 -0.505
H -4.6916 -4.8629 0.1849 0.401
H -3.1204 -4.3439 0.7515 0.434
H -3.4375 -4.4945 -1.0000 0.367
H -6.2135 -3.5283 -0.6662 0.358
H -5.9035 -1.8864 -1.1672 0.464
H -6.3240 -2.2588 0.5384 0.391
H -1.9116 -2.9259 0.0049 0.205
H -5.0821 -0.5654 0.1787 0.142
H -5.3137 1.5145 -0.2744 0.188
H -4.0405 2.6283 -0.0427 0.198
H -2.0128 1.8753 0.4979 0.224
S 0.3524 -1.5984 2.2430 -0.395
C 1.5020 -0.6335 3.1085 0.550
N 2.2292 -1.3020 4.0358 -0.097
C 3.1190 -0.7241 4.8736 -0.267
C 3.3341 0.6225 4.8147 -0.615
C 2.6022 1.3625 3.8851 -0.347
C 1.7006 0.7444 3.0382 -0.340
H 2.0613 -2.2986 4.1257 0.266
H 3.6229 -1.3772 5.5728 0.440
H 4.0341 1.0908 5.4904 0.448
H 2.7235 2.4390 3.8461 0.457
H 1.0981 1.3248 2.3579 0.456
F -1.0522 0.8754 -2.0287 -0.454
P -1.7175 -0.1493 -3.2742 1.267
F -1.0485 -1.3862 -2.3314 -0.365
F -2.2509 -1.1798 -4.3076 -0.319
F -2.2690 1.1254 -3.9898 -0.355
F -0.2984 -0.0175 -3.9979 -0.355
F -3.0301 -0.2602 -2.3513 -0.356
C 3.3727 -0.0633 -0.6183 -0.895
Te 1.5073 -0.2274 -1.6892 0.445
C 1.7930 1.8638 -2.0479 -1.016
C 3.2233 2.1790 -1.7899 0.745
C 3.7955 3.3521 -2.2495 -0.791
C 5.1405 3.5679 -2.0267 -0.474
C 5.9471 2.5910 -1.3237 -0.462
C 5.3923 1.4240 -0.8585 -0.827
C 4.0356 1.1914 -1.0709 0.731
H 3.9983 -0.9265 -0.8476 0.567
H 3.2181 -0.0560 0.4625 0.294
H 1.1164 2.4554 -1.4341 0.517
H 1.5236 2.0565 -3.0871 0.671
H 3.2050 4.0783 -2.7948 0.544
H 5.6072 4.4755 -2.3933 0.469
H 7.0030 2.7851 -1.1743 0.466
H 6.0034 0.6881 -0.3514 0.535
```

The value obtained for the energy above the lowest of the compared OMol25 structures with the same formula, charge and spin is 5.50 kcal per mole. The calculation puts the HOMO energy (spin up / spin down) at -17.1 / -17.1 eV. The charge is +3. The spin multiplicity is 2. The LUMO energy (spin up / spin down) comes out at -0.3258 / -0.4524 hartree. The total energy is -75836.4915 eV.

Record 2
C17H24FN3O4 | ωB97M-V/def2-TZVPD

XYZ file:
```
49
Properties=species:S:1:pos:R:3:mulliken_charge:R:1
C 3.4297 -3.6665 -0.6395 -1.168
C 3.2850 -2.8617 0.6511 -0.840
C 2.1717 -1.8001 0.5997 -0.133
F 1.3510 -1.9938 -0.5169 -0.422
C 2.7015 -0.3896 0.5380 -0.025
C 3.4117 0.0209 -0.7643 -0.847
C 3.6185 1.4686 -0.5144 0.521
C 4.6960 2.3157 -1.0704 -1.355
N 2.7014 1.8901 0.2836 0.025
C 1.7587 0.8204 0.7386 -0.078
C 0.4578 0.9007 -0.0402 -0.927
C -0.6137 -0.0138 0.5881 0.250
C -1.6052 0.9057 1.2854 -0.843
O -1.3738 1.2489 2.4154 -0.565
N -2.7014 1.3995 0.5297 0.248
C -3.5288 0.3762 -0.0389 -0.181
C -3.4005 -0.0341 -1.3599 0.009
C -4.2682 -0.9810 -1.8846 -0.753
C -5.2694 -1.5140 -1.0834 -0.388
C -5.3978 -1.0911 0.2325 -0.793
C -4.5201 -0.1589 0.7668 -0.032
H 2.6507 -4.4173 -0.7264 0.323
H 3.3929 -3.0170 -1.5109 0.282
H 4.3925 -4.1727 -0.6427 0.398
H 4.2328 -2.3595 0.8576 0.378
H 3.0982 -3.5194 1.4961 0.417
H 1.5413 -1.8923 1.4848 0.541
H 3.4324 -0.2890 1.3468 0.432
H 2.6746 -0.0238 -1.5745 0.414
H 4.2969 -0.5355 -1.0513 0.506
H 4.9043 3.1653 -0.4233 0.420
H 4.4126 2.6744 -2.0598 0.306
H 5.6038 1.7231 -1.1560 0.377
H 2.6487 2.8547 0.5872 0.286
H 1.5218 1.0010 1.7866 0.525
H 0.5795 0.7330 -1.1104 0.251
H 0.1197 1.9367 0.0576 0.586
H -0.1866 -0.6382 1.3686 0.105
H -1.0786 -0.6465 -0.1605 0.368
H -2.3910 2.0416 -0.1922 0.426
H -2.6335 0.4058 -1.9876 0.391
H -4.1805 -1.2863 -2.9181 0.365
H -5.9676 -2.2294 -1.4947 0.387
H -6.2103 -1.4643 0.8405 0.366
H -4.6653 0.2148 1.7677 0.387
N -4.7661 3.2252 1.1747 1.097
O -4.1636 4.2861 1.4245 -0.702
O -5.1445 2.9739 0.0077 -0.680
O -5.0196 2.4135 2.0918 -0.656
```

The value obtained for the energy above the lowest of the compared OMol25 structures with the same formula, charge and spin is 0.00 kcal per mole. The calculation puts the HOMO energy at -6.0 eV. The LUMO energy comes out at -0.0781 hartree. The total energy is -33389.8864 eV.

Record 3
C17H24FeN | ωB97M-V/def2-TZVPD

XYZ file:
```
43
Properties=species:S:1:pos:R:3:mulliken_charge:R:1
C 0.1311 1.9627 4.5970 -0.683
C -1.2297 1.7716 3.9242 -0.618
C -1.1999 0.7972 2.7506 -0.758
N -0.0128 0.8476 1.8540 -0.072
C 1.2858 1.2706 2.4206 -0.837
C 1.2373 2.2574 3.5841 -0.668
H 0.0623 2.7930 5.3050 0.300
H 0.3855 1.0577 5.1624 0.308
H -1.9742 1.4251 4.6508 0.339
H -1.5935 2.7270 3.5348 0.329
H -1.2751 -0.2326 3.1326 0.341
H -2.0867 0.9382 2.1092 0.358
H -0.2310 1.3878 1.0205 0.290
H 1.8193 0.3663 2.7409 0.360
H 1.8742 1.6828 1.5874 0.317
H 1.0922 3.2531 3.1547 0.339
H 2.2151 2.2686 4.0777 0.355
C 0.1807 -1.5607 1.0326 -0.085
C 0.4949 -2.1162 -0.2568 -1.246
C 1.0626 -1.4737 -1.3606 1.558
C 1.3628 -2.1611 -2.6436 -1.038
C 1.7796 -1.1816 -3.6068 -0.452
C 1.7009 0.1281 -2.9877 -0.911
C 1.2434 -0.0307 -1.6303 -0.003
Fe -0.0375 -0.8293 -2.8829 -0.130
C -1.8740 -0.6339 -2.1457 -0.449
C -1.7357 -1.8597 -2.9095 -0.806
C -1.2968 -1.5101 -4.2471 -0.513
C -1.1556 -0.0654 -4.3081 -0.595
C -1.5106 0.4743 -3.0088 -0.741
H -0.2529 -2.3070 1.7050 0.245
H 1.0544 -1.1041 1.5096 0.060
H -0.5565 -0.7479 0.9036 -0.170
H 0.3474 -3.1889 -0.3725 0.237
H 1.3419 -3.2394 -2.7559 0.432
H 2.1610 -1.3829 -4.6040 0.439
H 2.0193 1.0655 -3.4412 0.440
H 1.1233 0.7314 -0.8653 0.364
H -2.2801 -0.5597 -1.1435 0.609
H -2.0086 -2.8547 -2.5668 0.470
H -1.1805 -2.2014 -5.0768 0.439
H -0.9075 0.5105 -5.1949 0.425
H -1.5761 1.5244 -2.7484 0.421
```

The value obtained for the energy above the lowest of the compared OMol25 structures with the same formula, charge and spin is 4.37 kcal per mole. The calculation puts the HOMO energy (spin up / spin down) at -0.4 / -2.5 eV. The charge is -1. The spin multiplicity is 5. The LUMO energy (spin up / spin down) comes out at 0.1081 / 0.1078 hartree. The total energy is -53889.4136 eV.

Record 4
C17H24I2N2O4S2Tl2 | ωB97M-V/def2-TZVPD

XYZ file:
```
53
Properties=species:S:1:pos:R:3:mulliken_charge:R:1
I -0.1679 -0.9335 -4.1930 0.123
I -1.6926 -3.3418 -3.6951 0.111
Tl -1.8097 -2.9474 0.3442 1.426
Tl -0.2208 0.2294 -0.0836 1.676
S -2.3600 -0.8867 -1.2232 -0.137
S 0.4767 -2.3087 -0.8138 0.051
C -0.6838 2.0940 0.5981 0.036
C -3.6712 0.2593 -0.6070 0.967
C 1.9615 -3.1397 -0.1089 1.200
C -4.9372 -0.5277 -0.9560 -1.462
C -3.6954 0.6175 0.8762 -1.114
C -3.5790 1.5592 -1.4104 -1.387
C 1.8443 -4.6405 -0.3745 -1.457
C 2.1268 -2.9164 1.3866 -0.962
C 3.1876 -2.5918 -0.8310 -1.540
C -3.7409 -2.6043 1.5235 0.078
C -0.7907 -4.3910 1.7678 0.049
O -0.8674 3.2115 0.7368 -0.029
O -4.7002 -2.8913 2.0839 -0.003
O -0.6907 -5.3238 2.4346 -0.014
H -4.9814 -1.4302 -0.3478 0.303
H -4.8368 -0.8343 -1.9932 0.510
H -5.8733 0.0465 -0.8325 0.441
H -3.7534 -0.2675 1.5131 0.140
H -4.5965 1.2397 1.0857 0.500
H -2.8248 1.2084 1.1816 0.170
H -2.7007 2.1386 -1.1239 0.219
H -4.4714 2.2084 -1.3067 0.479
H -3.4572 1.2910 -2.4546 0.456
H 2.7612 -5.2001 -0.1011 0.455
H 1.6604 -4.7616 -1.4404 0.459
H 0.9958 -5.0649 0.1624 0.314
H 3.0550 -3.4122 1.7411 0.469
H 1.2849 -3.3199 1.9538 0.182
H 2.2124 -1.8519 1.6104 -0.049
H 4.1425 -3.0849 -0.5656 0.496
H 3.2673 -1.5357 -0.6068 0.167
H 3.0133 -2.6808 -1.8993 0.492
N 6.3169 2.8581 1.9375 -0.264
C 5.9135 2.5262 0.6834 0.178
O 6.5647 2.7953 -0.3220 -0.542
C 4.6101 1.8096 0.6432 1.022
C 3.9312 1.3394 1.7982 -0.874
C 2.7446 0.6618 1.5680 -0.717
N 2.2802 0.3594 0.3402 -0.057
C 2.8758 0.9215 -0.7276 -0.257
C 4.0755 1.6008 -0.6404 -0.576
H 7.1470 3.4228 1.9882 0.275
H 5.7649 2.6964 2.7656 0.121
H 4.3242 1.4224 2.8363 0.311
H 2.0789 0.3108 2.3493 0.601
H 2.3521 0.7645 -1.6775 0.450
H 4.6376 1.9064 -1.5521 0.512
```

The value obtained for the energy above the lowest of the compared OMol25 structures with the same formula, charge and spin is 0.00 kcal per mole. The calculation puts the HOMO energy at -18.9 eV. The charge is +4. The LUMO energy comes out at -0.5901 hartree. The total energy is -76397.6137 eV.

Record 5
C17H24N2O3S | ωB97M-V/def2-TZVPD

XYZ file:
```
47
Properties=species:S:1:pos:R:3:mulliken_charge:R:1
C 4.8221 0.6066 1.1769 -1.010
N 3.4412 0.0177 1.2801 -0.172
C 2.3699 0.3195 0.4913 0.120
C 1.2364 -0.1737 0.5889 0.058
C 0.3129 0.2200 -0.3863 0.284
C 0.4563 1.2789 -1.1455 0.373
C 1.7237 1.9490 -1.2262 -1.252
C 2.7693 1.2705 -0.5207 -0.461
H 3.7465 1.7518 -0.6339 0.342
H 1.7964 2.4992 -2.1186 0.476
C -0.6800 1.5086 -1.9276 0.783
O -0.2933 2.0359 -3.1022 -0.841
N -1.8562 1.4934 -1.8729 0.046
H -2.1796 0.9268 -0.7473 0.341
C -3.0140 1.6499 -2.6002 -0.680
H -3.8206 2.3248 -1.8205 0.210
H -2.7337 2.5696 -3.3806 0.333
C -3.6255 0.5524 -3.1340 -0.872
C -4.0954 -0.7038 -2.1500 0.136
C -5.1378 -0.4512 -1.2946 -0.863
C -5.4180 -1.5379 -0.3770 -0.412
C -4.6360 -2.7032 -0.1943 -0.993
C -3.2352 -2.4282 -0.4822 -0.950
C -3.0221 -1.6002 -1.7686 -0.255
H -1.9447 -1.5907 -2.0666 0.536
H -3.2070 -2.4442 -2.7761 0.296
H -2.5079 -3.1524 -0.6676 0.474
H -2.9486 -1.8596 0.2847 0.325
H -4.7496 -3.2286 0.5880 0.575
H -5.0212 -3.2834 -1.2492 0.231
H -6.5809 -1.8376 -0.4056 0.253
H -5.2861 -1.0696 0.5589 0.277
H -5.8452 0.2989 -1.5496 0.530
H -2.8355 0.1277 -3.9410 0.286
H -4.4835 0.7884 -3.7607 0.470
H -0.8381 -0.4221 0.0811 -0.420
H 1.1504 -1.0811 1.2672 0.468
S 3.1560 -0.4179 3.0749 1.048
O 2.4056 -1.7586 2.8701 -0.652
O 4.5446 -0.7630 3.7531 -0.632
C 2.2427 0.9164 3.7153 -1.086
H 3.0355 1.7114 4.0697 0.287
H 1.5815 1.0620 3.1304 0.605
H 2.1068 0.5140 4.6270 0.393
H 5.6418 -0.0055 1.9368 0.280
H 5.1379 0.3162 0.0286 0.356
H 4.8789 1.7393 1.1939 0.360
```

The value obtained for the energy above the lowest of the compared OMol25 structures with the same formula, charge and spin is 417.61 kcal per mole. The calculation puts the HOMO energy at -8.3 eV. The LUMO energy comes out at 0.0094 hartree. The total energy is -37959.9990 eV.

Record 6
C17H24N4O3S2 | ωB97M-V/def2-TZVPD

XYZ file:
```
50
Properties=species:S:1:pos:R:3:mulliken_charge:R:1
C -0.7467 -1.2443 -3.1576 -0.703
N 0.6287 -0.7434 -3.1719 -0.043
C 1.7420 -1.4067 -2.8399 -0.030
O 2.8262 -0.8436 -2.9570 -0.722
C 1.6739 -2.8318 -2.2442 0.379
C 2.3144 -2.9090 -0.8421 -1.264
C 1.9087 -1.7795 0.1221 -1.002
C 0.4006 -1.6219 0.2897 0.588
N -0.0952 -0.4116 0.4230 -0.267
O -0.3624 -2.5696 0.3003 -0.695
N 2.3475 -3.8000 -3.1153 -0.143
C 1.8461 -4.2299 -4.2716 0.661
C 2.7091 -5.1768 -5.0718 -1.254
O 0.7471 -3.8969 -4.6935 -0.620
H -1.4290 -0.4621 -3.4935 0.362
H -1.0363 -1.5572 -2.1526 0.178
H -0.8362 -2.0964 -3.8354 0.216
H 0.7864 0.1772 -3.5515 0.285
H 0.6308 -3.1315 -2.1469 0.569
H 3.4004 -2.8799 -0.9454 0.552
H 2.0487 -3.8672 -0.3925 0.391
H 2.3426 -1.9778 1.1020 0.466
H 2.3292 -0.8391 -0.2346 0.408
H -1.0910 -0.3504 0.5412 0.245
H 0.4997 0.3954 0.3982 0.174
H 3.2735 -4.0971 -2.8594 0.275
H 2.8560 -6.0952 -4.5068 0.315
H 3.6676 -4.7051 -5.2798 0.331
H 2.2046 -5.4028 -6.0102 0.346
N -5.0294 1.0598 3.3346 -0.637
C -3.7703 0.5520 3.8862 -0.452
C -2.6665 1.5117 3.5450 0.366
C -1.3647 1.1489 3.2923 -0.805
C -0.5105 2.2958 3.0077 -0.731
C -1.1914 3.4899 3.0399 0.613
C -0.5969 4.8083 2.8015 0.424
C -1.3211 5.9752 2.7219 -0.479
C -0.4894 7.1451 2.4848 -0.496
C 0.8408 6.8256 2.3916 -0.426
S 1.1278 5.1015 2.5872 -0.155
S -2.8924 3.2533 3.4252 -0.359
H -4.9692 1.1318 2.3197 0.269
H -5.2536 1.9671 3.7415 0.277
H -3.5474 -0.4434 3.4865 0.374
H -3.8517 0.4633 4.9747 0.246
H -1.0056 0.1231 3.3180 0.469
H 0.5527 2.2168 2.8049 0.398
H -2.4005 6.0241 2.8253 0.339
H -0.8786 8.1558 2.3946 0.359
H 1.6308 7.5486 2.2141 0.407
```

The value obtained for the energy above the lowest of the compared OMol25 structures with the same formula, charge and spin is 1.48 kcal per mole. The calculation puts the HOMO energy at -8.1 eV. The SMILES is CNC(=O)[C@H](CCC(N)=O)NC(C)=O.NCc1ccc(-c2cccs2)s1. The LUMO energy comes out at 0.0040 hartree. The total energy is -51792.9514 eV.